ORCA calculation (the ωB97M-V functional and the def2-TZVPD basis) on a molecular structure, C39H34CoN6O7S.

```
! wB97M-V def2-TZVPD RIJCOSX def2/J DEFGRID3
* xyz -2 4
Co -0.760 0.640 0.093
C -3.137 -1.204 3.218
C -2.426 -1.068 1.873
O -1.585 -0.118 1.780
C -2.667 -1.970 0.773
C -3.578 -3.054 0.911
C -3.832 -3.928 -0.142
C -3.182 -3.687 -1.356
C -2.308 -2.616 -1.564
C -1.902 -1.843 -0.465
O -0.766 -1.181 -0.504
H -2.470 -0.660 3.909
H -3.235 -2.276 3.468
H -4.178 -0.767 3.129
H -4.213 -3.222 1.778
H -4.417 -4.856 -0.081
H -3.404 -4.398 -2.208
H -1.980 -2.425 -2.604
C 3.521 -9.178 -1.357
O 4.244 -8.268 -2.173
C 4.561 -7.031 -1.677
C 4.564 -6.753 -0.288
C 4.525 -5.434 0.105
C 4.574 -4.421 -0.902
C 4.948 -4.776 -2.222
C 4.889 -6.059 -2.629
N 4.472 -3.092 -0.554
N 4.371 -2.280 -1.600
C 3.664 -1.108 -1.452
C 3.287 -0.510 -2.688
C 2.141 0.260 -2.850
C 1.336 0.471 -1.682
O 0.143 0.872 -1.737
C 1.860 0.052 -0.379
N 1.045 0.369 0.656
C 1.361 -0.115 1.864
C 2.605 -0.781 2.109
C 3.473 -0.970 1.061
C 3.054 -0.725 -0.255
H 3.210 -9.950 -2.025
H 2.605 -8.639 -0.982
H 4.137 -9.593 -0.581
H 4.414 -7.611 0.424
H 4.329 -5.126 1.113
H 5.256 -3.954 -2.837
H 5.105 -6.341 -3.644
H 3.921 -0.831 -3.497
H 1.840 0.746 -3.829
H 0.608 0.017 2.583
H 2.730 -1.084 3.102
H 4.448 -1.465 1.199
O 2.254 10.672 0.952
S 1.800 9.362 0.531
O 0.451 9.201 0.013
O 2.870 8.506 -0.023
C 1.697 8.164 1.929
N 2.106 8.472 3.132
C 1.708 7.570 4.050
C 1.036 6.356 3.695
C 0.610 6.168 2.343
N 0.961 7.105 1.415
C -0.030 4.907 1.889
C -0.018 4.682 0.505
C -0.317 3.412 0.070
N -0.735 2.403 0.919
C -0.667 2.691 2.293
C -0.408 3.946 2.782
H 1.928 7.869 5.082
H 0.853 5.555 4.381
H 0.299 5.448 -0.206
H -0.183 3.139 -0.972
H -1.114 1.900 2.901
H -0.582 4.145 3.813
C -5.740 2.373 -0.818
C -4.891 1.354 -1.656
C -4.789 1.883 -3.049
C -5.478 -0.089 -1.656
C -3.596 1.247 -1.063
C -2.438 1.121 -0.648
H -6.613 2.669 -1.338
H -5.183 3.286 -0.652
H -6.043 1.955 0.196
H -5.767 2.055 -3.426
H -4.343 1.117 -3.729
H -4.131 2.795 -3.157
H -6.332 -0.331 -2.286
H -5.693 -0.340 -0.626
H -4.680 -0.823 -1.969
*
```

As for the expectation value of S²: 3.82. The value obtained for the relative energy (zero: lowest compared OMol25 entry of this formula, charge and spin) is 87.71 kJ/mol. The maximum force is 0.0734 Eh/bohr. As for the frontier orbital gap (alpha / beta): 0.1778 / 0.1996 Ha. The calculation puts the total energy at -112725.352 eV.

Here are the Mulliken charges for atoms 1 to 2, given in e: 0.23 -1.71